(1)
A molecular structure, C3H3AlO3 in a non-equilibrium geometry, computed with wB97M-V/def2-TZVPD.

Properties
E_HOMO (spin up / spin down) = -14.90 / -14.99 eV
Energy = -583.96633 a.u.
Net charge = +1
Spin multiplicity = 2
ΔE to the lowest compared entry with this formula, charge and spin = 0.0 kJ/mol
LUMO energy (spin up / spin down) = -5.72 / -8.78 eV

Atoms and positions in Å:
C (0.46556, -0.93348, -0.12076)
C (-2.12240, 0.72324, 0.34742)
O (-0.43614, -1.72507, -0.26666)
O (0.20898, 0.46974, -0.14742)
C (-1.03495, 1.03430, -0.35360)
H (-3.09209, 1.03540, -0.03647)
H (-2.07736, 0.16532, 1.28138)
H (-1.04552, 1.64258, -1.25907)
O (1.68683, -1.07903, 0.16722)
Al (2.00777, 0.78040, 0.26165)


(2)
A molecular structure, C3H3AuFO in a non-equilibrium geometry, computed with wB97M-V/def2-TZVPD.

Properties
E_HOMO (spin up / spin down) = -6.07 / -10.62 eV
Energy = -426.56335 a.u.
Net charge = 0
Spin multiplicity = 4
ΔE to the lowest compared entry with this formula, charge and spin = 0.0 kJ/mol
LUMO energy (spin up / spin down) = 0.02 / -3.66 eV

Atoms and positions in Å:
F (-0.02293, -2.30477, 2.40842)
O (-0.24038, 0.57747, 0.90189)
C (0.10714, -0.02044, -1.01115)
C (0.14050, 1.30253, -0.29732)
C (-0.32218, -0.62379, 0.12690)
H (1.08798, 1.83611, -0.49003)
H (-0.50017, 2.20058, -0.30957)
Au (-0.50781, -2.43972, 0.68639)
H (0.25786, -0.52796, -2.01553)


(3)
A molecular structure, C3H3BaMgO4 in a non-equilibrium geometry, computed with wB97M-V/def2-TZVPD.

Properties
E_HOMO = -2.28 eV
Energy = -642.64620 a.u.
Net charge = -1
ΔE to the lowest compared entry with this formula, charge and spin = 0.0 kJ/mol
LUMO energy = 1.61 eV

Atoms and positions in Å:
O (-2.61804, 0.87764, -0.16363)
C (-2.47041, -0.36169, 0.14014)
O (-3.10051, -0.93136, 1.03022)
Ba (-1.17093, 2.89802, -0.65631)
O (0.47000, 0.71267, -0.93926)
C (0.47261, -0.52554, -0.50120)
C (1.78332, -0.82136, 0.22682)
O (2.52320, 0.25572, 0.68041)
Mg (1.91299, 1.96995, 0.07673)
H (2.35789, -1.45434, -0.48993)
H (1.50634, -1.52383, 1.04617)
H (-1.66647, -1.09588, -0.45016)


(4)
A molecular structure, C3H3BaO2 in a non-equilibrium geometry, computed with wB97M-V/def2-TZVPD.

Properties
E_HOMO (spin up / spin down) = -10.15 / -10.14 eV
Energy = -291.68955 a.u.
Net charge = +1
ΔE to the lowest compared entry with this formula, charge and spin = 538.3 kJ/mol
LUMO energy (spin up / spin down) = -5.93 / -5.93 eV

Atoms and positions in Å:
C (1.63256, 0.12030, -1.06345)
C (0.24554, 0.41618, -0.68363)
H (1.71013, -0.97253, -1.23547)
H (-0.20302, -0.27821, -1.44540)
H (-0.13701, 1.44277, -0.75184)
O (1.10002, -0.73141, 1.09775)
C (0.05601, -0.21550, 0.69367)
Ba (-3.46050, 0.10916, 1.96721)
O (-0.94375, 0.10925, 1.42115)


(5)
A molecular structure, C3H3Br2ClNO in a non-equilibrium geometry, computed with wB97M-V/def2-TZVPD.

Properties
E_HOMO = -4.35 eV
Energy = -5854.29585 a.u.
Net charge = -1
ΔE to the lowest compared entry with this formula, charge and spin = 0.0 kJ/mol
LUMO energy = 2.61 eV

Atoms and positions in Å:
C (-0.02256, 0.26998, 0.22975)
C (0.87201, -0.19484, 2.00947)
C (1.38827, -0.18300, 0.61519)
N (-0.35880, -0.03167, 1.61874)
O (-1.49257, -0.18864, 2.13670)
Cl (-0.64168, 3.23108, -0.80184)
Br (2.00692, -1.83519, -0.23941)
Br (2.80890, 1.12644, 0.45491)
H (-0.12882, 1.32849, -0.14577)
H (-0.41416, -0.29617, -0.71907)
H (1.13032, -0.58937, 3.01333)


(6)
A molecular structure, C3H3Br2ClO in a non-equilibrium geometry, computed with wB97M-V/def2-TZVPD.

Properties
E_HOMO = -10.04 eV
Energy = -5799.51026 a.u.
Net charge = 0
ΔE to the lowest compared entry with this formula, charge and spin = 167.7 kJ/mol
LUMO energy = -0.47 eV

Atoms and positions in Å:
C (0.69025, 0.66296, -0.53897)
C (-0.19506, -0.36266, 0.03659)
C (-1.86928, 0.09533, -0.40268)
O (1.61837, 0.28253, -1.17972)
Cl (-2.04917, 0.18050, -2.13134)
Br (-2.36535, 1.79276, 0.34433)
Br (-3.02204, -1.47901, 0.21791)
H (0.61802, 1.77532, -0.13010)
H (0.16626, -1.28783, -0.25441)
H (-0.11268, -0.13334, 1.09802)


(7)
A molecular structure, C3H3Br2ClO in a non-equilibrium geometry, computed with wB97M-V/def2-TZVPD.

Properties
E_HOMO (spin up / spin down) = -9.38 / -8.77 eV
Energy = -5799.42650 a.u.
Net charge = 0
ΔE to the lowest compared entry with this formula, charge and spin = 387.6 kJ/mol
LUMO energy (spin up / spin down) = -1.24 / -1.48 eV

Atoms and positions in Å:
C (-0.15959, 1.01222, 0.11882)
C (0.00874, -0.30360, -0.27026)
C (2.62237, -0.00338, 0.42322)
O (0.31725, 1.96032, -0.53366)
Cl (2.69762, -0.07292, 2.13755)
Br (2.76974, 1.70913, -0.30629)
Br (3.55213, -1.33034, -0.51940)
H (-0.64860, 1.19751, 1.08471)
H (-0.28131, -1.12096, 0.37008)
H (0.41462, -0.55233, -1.23968)


(8)
A molecular structure, C3H3Br2NO in a non-equilibrium geometry, computed with wB97M-V/def2-TZVPD.

Properties
E_HOMO = -9.86 eV
Energy = -5394.07442 a.u.
Net charge = 0
ΔE to the lowest compared entry with this formula, charge and spin = 89.2 kJ/mol
LUMO energy = -0.35 eV

Atoms and positions in Å:
C (0.19616, 0.99762, 0.55911)
C (-0.36816, -0.77692, -0.28594)
C (0.96116, -0.03072, -0.26571)
N (-0.96520, 0.30880, 0.42454)
O (0.46003, 2.04343, 1.01999)
Br (2.63078, -0.82394, 0.45788)
Br (-2.78685, 0.44870, 0.77784)
H (-0.79521, -0.73684, -1.39877)
H (-0.46283, -1.78688, 0.02502)
H (1.13011, 0.35676, -1.31395)


(9)
C3H3Br2NO in the gas phase in a non-equilibrium geometry, computed with wB97M-V/def2-TZVPD.

Properties
E_HOMO = -10.21 eV
Energy = -5394.08879 a.u.
Net charge = 0
Structure (SMILES) = O=C1C[C@@H](Br)N1Br
ΔE to the lowest compared entry with this formula, charge and spin = 51.5 kJ/mol
LUMO energy = -1.32 eV

Atoms and positions in Å:
O (0.02607, 1.95104, 1.41245)
C (0.01780, 0.99323, 0.71552)
C (1.06595, -0.00465, 0.17052)
C (-0.09899, -0.67561, -0.55997)
Br (-0.48815, -2.50328, 0.03311)
N (-0.93531, 0.31705, 0.02451)
Br (-2.85219, 0.73461, -0.57590)
H (1.77507, 0.49055, -0.48956)
H (1.57660, -0.60207, 0.91935)
H (-0.08684, -0.70086, -1.65002)


(10)
2 unconnected molecules or ions with the total composition C3H3BrF2 in a non-equilibrium geometry, computed with wB97M-V/def2-TZVPD.

Properties
E_HOMO (spin up / spin down) = -9.11 / -8.85 eV
Energy = -2889.67310 a.u.
Net charge = 0
ΔE to the lowest compared entry with this formula, charge and spin = 418.9 kJ/mol
LUMO energy (spin up / spin down) = -0.14 / -0.51 eV

Atoms and positions in Å:
C (0.16022, 0.44984, 0.14928)
C (-0.13692, -0.76173, 0.00564)
C (-2.73526, -0.87998, -0.03682)
F (-3.49512, -1.42739, -1.07091)
F (-2.90345, -1.63210, 1.01730)
Br (-3.28718, 0.89180, -0.00295)
H (1.17721, 0.66498, 0.42760)
H (-0.44509, 1.43565, 0.00732)
H (0.23374, -1.79787, 0.16414)


(11)
2 unconnected molecules or ions with the total composition C3H3BrF2 in a non-equilibrium geometry, computed with wB97M-V/def2-TZVPD.

Properties
E_HOMO (spin up / spin down) = -9.04 / -8.81 eV
Energy = -2889.65363 a.u.
Net charge = 0
ΔE to the lowest compared entry with this formula, charge and spin = 470.0 kJ/mol
LUMO energy (spin up / spin down) = -0.20 / -0.11 eV

Atoms and positions in Å:
C (1.37404, 1.05488, 0.29131)
C (1.14938, -0.16596, -0.03922)
C (-1.53035, -0.83758, -0.30545)
F (1.79088, -1.28941, -0.14464)
F (-1.59220, -1.82469, 0.60165)
Br (-2.26672, 0.78472, 0.09120)
H (2.34004, 1.62597, 0.33715)
H (0.68576, 1.85097, 0.46403)
H (-1.95083, -1.19891, -1.29603)


(12)
2 unconnected molecules or ions with the total composition C3H3BrN2O in a non-equilibrium geometry, computed with wB97M-V/def2-TZVPD.

Properties
E_HOMO = -8.50 eV
Energy = -2874.80103 a.u.
Net charge = 0
Structure (SMILES) = N=C=CBr.N=C=O
ΔE to the lowest compared entry with this formula, charge and spin = 229.2 kJ/mol
LUMO energy = 0.54 eV

Atoms and positions in Å:
N (-0.69777, -2.17639, -0.78394)
C (-0.49490, -0.98541, -0.78695)
C (-0.65054, 0.26169, -0.54102)
Br (-1.34724, 1.29518, -2.00945)
H (-0.06475, -2.96850, -0.86927)
H (-0.04724, 0.76410, 0.16530)
N (1.80505, 1.91725, 0.62879)
C (1.98375, 0.81354, 0.35019)
O (2.14823, -0.27289, 0.04232)
H (2.23421, 2.80485, 0.61823)


(13)
A gas-phase ion, C3H3BrN3O2 (charge -1) in a non-equilibrium geometry, computed with wB97M-V/def2-TZVPD.

Properties
E_HOMO = -2.40 eV
Energy = -3004.87108 a.u.
Net charge = -1
Structure (SMILES) = Nn1cc([O-])n(Br)c1=O
LUMO energy = 3.33 eV

Atoms and positions in Å:
N (0.25600, -0.94486, -1.88338)
N (0.15014, -0.25102, -0.65478)
C (1.07784, -0.41373, 0.39559)
C (0.71001, 0.33338, 1.50373)
O (1.22878, 0.47887, 2.61824)
N (-0.49425, 0.96653, 1.13432)
Br (-1.63705, 1.89810, 2.21835)
C (-0.92748, 0.44802, -0.33900)
O (-1.94518, 0.74766, -0.93316)
H (-0.42819, -0.51208, -2.50547)
H (-0.03019, -1.91722, -1.74258)
H (2.03956, -0.83365, 0.18813)


(14)
2 unconnected molecules or ions with the total composition C3H3BrO2 in a non-equilibrium geometry, computed with wB97M-V/def2-TZVPD.

Properties
E_HOMO (spin up / spin down) = -10.05 / -8.47 eV
Energy = -2840.42114 a.u.
Net charge = 0
ΔE to the lowest compared entry with this formula, charge and spin = 431.1 kJ/mol
LUMO energy (spin up / spin down) = -0.69 / -3.92 eV

Atoms and positions in Å:
C (0.23194, 1.43519, 0.43264)
C (0.61510, -1.05622, -0.60692)
C (0.70389, 0.05119, 0.33044)
O (-0.00814, 2.24772, -0.38654)
O (0.27717, -1.05283, 0.84066)
Br (-2.84112, -0.68728, -0.00395)
H (-0.07849, 1.68207, 1.43660)
H (-0.37029, -1.00349, -1.12904)
H (1.46994, -1.61636, -0.91389)


(15)
A molecular structure, C3H3Cl in a non-equilibrium geometry, computed with wB97M-V/def2-TZVPD.

Properties
E_HOMO = -8.96 eV
Energy = -576.03116 a.u.
Net charge = 0
ΔE to the lowest compared entry with this formula, charge and spin = 504.5 kJ/mol
LUMO energy = -0.28 eV

Atoms and positions in Å:
C (0.87829, -0.83318, -0.00394)
C (-0.85924, 0.30038, -0.59981)
C (0.22529, 0.40585, 0.36222)
Cl (-2.34091, 0.14767, 0.20564)
H (0.60199, -1.22396, -1.00064)
H (0.32113, 0.79390, 1.32695)
H (1.17346, 0.40934, -0.29042)


(16)
C3H3Cl2F in the gas phase in a non-equilibrium geometry, computed with wB97M-V/def2-TZVPD.

Properties
E_HOMO = -9.53 eV
Energy = -1136.26943 a.u.
Net charge = 0
Structure (SMILES) = F/C=C\C(Cl)Cl
ΔE to the lowest compared entry with this formula, charge and spin = 178.4 kJ/mol
LUMO energy = -0.17 eV

Atoms and positions in Å:
F (-1.23537, -1.62477, -0.71268)
C (-0.22389, -1.44696, 0.16681)
C (0.17319, -0.12582, 0.43221)
C (-0.06943, 1.03569, -0.28732)
Cl (1.74279, 1.24209, -1.04277)
Cl (-0.40401, 2.43496, 0.59261)
H (0.26162, -2.56414, 0.41233)
H (0.68068, 0.02257, 1.48230)
H (-0.92557, 1.02638, -1.04348)


(17)
C3H3Cl2F in the gas phase in a non-equilibrium geometry, computed with wB97M-V/def2-TZVPD.

Properties
E_HOMO = -10.58 eV
Energy = -1136.31181 a.u.
Net charge = 0
Structure (SMILES) = C=CC(F)(Cl)Cl
ΔE to the lowest compared entry with this formula, charge and spin = 67.1 kJ/mol
LUMO energy = 0.68 eV

Atoms and positions in Å:
C (2.41684, -0.64055, -0.22589)
C (1.14664, -0.70015, -0.67432)
C (-0.04107, -0.07425, 0.08480)
F (0.34717, -0.13891, 1.50409)
Cl (-0.21776, 1.65954, -0.24623)
Cl (-1.59962, -0.94908, -0.16523)
H (3.29897, -1.14720, -0.75190)
H (2.38677, -0.15851, 0.81153)
H (0.95078, -1.03212, -1.70910)


(18)
C3H3Cl2FOS in the gas phase in a non-equilibrium geometry, computed with wB97M-V/def2-TZVPD.

Properties
E_HOMO = -9.75 eV
Energy = -1609.73199 a.u.
Net charge = 0
Structure (SMILES) = CSC(=O)C(F)(Cl)Cl
ΔE to the lowest compared entry with this formula, charge and spin = 128.7 kJ/mol
LUMO energy = -0.01 eV

Atoms and positions in Å:
C (0.47561, 0.65468, -1.83784)
S (1.04472, 0.93343, -0.20295)
C (-0.35241, -0.18782, 0.39158)
O (-1.22749, -0.69977, -0.24948)
C (-0.35089, -0.63742, 1.80938)
F (-1.27693, -1.46755, 1.92021)
Cl (-0.40399, 0.79595, 3.02119)
Cl (1.34649, -1.33160, 1.97357)
H (-0.64880, 0.45165, -1.94202)
H (0.37890, 1.62951, -2.56430)
H (1.01480, -0.14107, -2.31935)


(19)
2 unconnected molecules or ions with the total composition C3H3Cl2N3 in a non-equilibrium geometry, computed with wB97M-V/def2-TZVPD.

Properties
E_HOMO = -9.61 eV
Energy = -1200.58614 a.u.
Net charge = 0
ΔE to the lowest compared entry with this formula, charge and spin = 476.2 kJ/mol
LUMO energy = -1.73 eV

Atoms and positions in Å:
C (0.41040, 1.57821, -0.12221)
C (-1.65478, 0.03111, -0.07389)
C (0.59643, 0.20606, -0.46550)
N (0.23699, 2.66572, 0.19279)
N (1.05746, -0.54860, 0.52705)
N (1.78884, -1.54797, 0.39076)
Cl (0.86555, -0.12475, -2.17609)
Cl (2.15643, -2.28528, 1.89626)
H (-1.72621, -1.03624, -0.16682)
H (-1.72801, 0.45373, 0.90952)
H (-2.00309, 0.60800, -0.91187)


(20)
A molecular structure, C3H3Cl2NO in a non-equilibrium geometry, computed with wB97M-V/def2-TZVPD.

Properties
E_HOMO = -8.72 eV
Energy = -1166.36209 a.u.
Net charge = 0
ΔE to the lowest compared entry with this formula, charge and spin = 325.3 kJ/mol
LUMO energy = 0.11 eV

Atoms and positions in Å:
C (0.21518, -1.00451, -0.97315)
C (-0.40003, 0.86356, 1.60568)
C (0.27826, 0.26634, -1.30907)
N (0.62443, -2.14468, -0.71366)
O (-0.77038, -0.19215, 1.07901)
Cl (-0.30064, 0.78687, -2.81723)
Cl (0.96994, 1.43349, -0.26980)
H (-0.96781, 1.77463, 1.49976)
H (0.41999, 1.12309, 2.33022)
H (-0.06894, -2.90664, -0.43176)